# C22H49Cl2F6KLiN5NaO10PS2V

A molecular structure, C22H49Cl2F6KLiN5NaO10PS2V at a distorted geometry (ωB97M-V with the def2-TZVPD basis set, OMol25).

Calculated values
Spin multiplicity: 1
LUMO: -0.2067 Eh
Net charge: +1
Strongest force on any atom: 13.2 eV Å⁻¹
Gap between HOMO and LUMO: 0.0581 Ha

The geometry in XYZ format:
```
101
C22H49Cl2F6KLiN5NaO10PS2V ωB97M-V with the def2-TZVPD basis set
C -6.988 2.476 1.164
C -6.529 2.197 -0.405
O -6.988 0.805 -0.722
C -6.957 0.587 -2.176
C -5.469 -0.014 -2.608
O -5.357 -1.482 -2.358
N -4.136 -1.719 -1.780
C -4.407 -1.685 -0.292
N -5.035 -2.805 0.248
N -4.114 -0.544 0.656
P -2.431 0.033 0.557
C -2.085 0.758 2.332
C -2.225 1.536 -0.605
H -6.185 3.153 1.710
H -7.040 1.448 1.766
H -8.065 2.979 1.166
H -5.337 2.164 -0.426
H -6.948 3.001 -1.146
H -7.176 1.582 -2.789
H -7.786 -0.186 -2.488
H -5.263 0.124 -3.770
H -4.637 0.565 -2.017
H -3.977 -2.748 -1.998
H -5.999 -3.037 -0.086
H -4.580 -3.359 1.028
H -4.819 0.223 0.607
H -2.908 0.296 3.041
H -2.313 1.916 2.238
H -0.988 0.537 2.701
H -1.801 2.444 0.044
H -1.398 1.361 -1.448
H -3.233 1.940 -1.073
Cl -6.248 -1.251 -4.181
Na -3.278 3.213 2.288
C -2.599 -2.676 -5.675
C -2.611 -1.191 -5.369
O -1.456 -0.507 -5.841
C -1.389 -0.114 -7.241
O -2.475 0.569 -7.592
C -1.045 -1.306 -8.218
F -0.137 -2.153 -7.652
F -0.458 -0.861 -9.366
F -2.100 -2.070 -8.592
H -1.599 -3.101 -5.551
H -3.294 -3.206 -5.016
H -2.924 -2.871 -6.697
H -2.583 -1.084 -4.278
H -3.546 -0.721 -5.692
H -0.438 0.442 -7.246
Cl -3.270 0.891 4.337
Li -1.278 2.080 5.369
N 4.032 -3.386 -5.901
S 2.565 -3.142 -6.408
O 1.645 -2.463 -5.502
O 1.975 -4.147 -7.284
F 2.842 -1.970 -7.465
S 4.076 -4.468 -4.761
O 5.342 -4.501 -4.029
O 3.511 -5.783 -5.035
F 3.091 -3.893 -3.645
K 0.275 -2.191 -10.308
C 1.698 1.910 4.910
C 2.700 0.780 5.079
C 3.196 0.599 6.513
C 4.280 1.521 7.066
N 5.682 1.515 6.401
C 5.788 2.485 5.218
C 5.860 3.865 5.849
C 6.636 3.685 7.137
C 6.671 2.194 7.420
C 6.260 0.105 6.122
C 5.836 -0.594 4.830
C 5.110 -1.918 5.053
H 2.103 2.861 5.273
H 1.446 2.027 3.851
H 0.773 1.688 5.450
H 3.512 0.933 4.373
H 2.207 -0.147 4.765
H 3.516 -0.433 6.670
H 2.324 0.704 7.172
H 4.445 1.210 8.105
H 3.923 2.555 7.096
H 6.712 2.252 4.682
H 4.929 2.377 4.556
H 4.857 4.247 6.069
H 6.335 4.595 5.185
H 6.168 4.234 7.962
H 7.656 4.071 7.039
H 6.390 1.924 8.442
H 7.682 1.818 7.224
H 6.071 -0.494 7.024
H 7.346 0.239 6.044
H 6.760 -0.855 4.292
H 5.290 0.043 4.137
H 5.544 -2.479 5.884
H 5.180 -2.546 4.155
H 4.045 -1.781 5.249
F -3.770 1.226 -5.780
O 0.026 -3.255 -14.241
V -1.537 -3.033 -15.011
O -3.100 -2.811 -15.781
```

# C22H49Cl2N3P

3 unconnected molecules or ions with the total composition C22H49Cl2N3P at a distorted geometry (ωB97M-V with the def2-TZVPD basis set, OMol25).

Calculated values
Spin multiplicity: 1
LUMO: -0.1416 Eh
Net charge: +1
Strongest force on any atom: 4.8 eV Å⁻¹
Gap between HOMO and LUMO: 0.2614 Ha

The geometry in XYZ format:
```
77
C22H49Cl2N3P ωB97M-V with the def2-TZVPD basis set
C 0.516 -4.294 -0.767
C -0.339 -4.646 -2.131
P 0.722 -4.521 -3.741
C -0.378 -4.587 -5.309
C -1.221 -3.208 -5.610
C 1.873 -2.997 -3.711
C 2.273 -2.231 -5.105
N 2.471 -0.760 -4.685
C 1.312 -0.578 -3.731
N 0.581 0.558 -3.457
C -0.562 0.540 -2.468
Cl -1.570 2.099 -2.824
C -0.133 0.519 -0.885
C 0.146 1.991 -0.218
Cl -1.615 -0.202 0.038
N 1.037 -1.909 -3.062
H 1.285 -5.155 -0.516
H -0.277 -4.303 0.125
H 0.991 -3.219 -0.763
H -1.371 -4.063 -2.210
H -0.645 -5.794 -2.033
H 0.198 -4.966 -6.283
H -1.193 -5.433 -5.099
H -0.576 -2.427 -6.211
H -2.178 -3.482 -6.263
H -1.620 -2.656 -4.658
H 2.833 -3.257 -3.069
H 1.600 -2.387 -6.050
H 3.351 -2.604 -5.386
H 2.269 -0.228 -5.575
H 0.869 1.433 -3.992
H -1.269 -0.351 -2.791
H 0.766 -0.181 -0.620
H -0.776 2.272 0.465
H 1.061 1.850 0.530
H 0.457 2.832 -0.973
H 0.052 -2.144 -3.356
C 0.697 -1.406 2.142
C 0.997 -1.480 3.632
C 2.234 -2.323 3.956
C 2.135 -3.802 3.560
C 0.961 -4.566 4.178
C 1.023 -4.632 5.697
H 0.477 -2.392 1.725
H -0.175 -0.770 1.966
H 1.544 -0.980 1.597
H 0.120 -1.863 4.165
H 1.163 -0.462 4.005
H 2.441 -2.245 5.029
H 3.103 -1.887 3.449
H 3.072 -4.298 3.846
H 2.073 -3.884 2.469
H 0.967 -5.590 3.784
H 0.008 -4.125 3.867
H 1.949 -5.116 6.026
H 0.182 -5.214 6.082
H 0.973 -3.637 6.148
C 0.042 8.008 1.611
C -1.437 7.925 1.264
C -2.288 7.341 2.395
C -1.954 5.895 2.782
C -2.053 4.876 1.644
C -3.458 4.752 1.073
H 0.469 7.019 1.797
H 0.598 8.458 0.783
H 0.199 8.625 2.500
H -1.567 7.344 0.345
H -1.800 8.936 1.043
H -3.344 7.409 2.110
H -2.176 7.972 3.286
H -2.630 5.590 3.592
H -0.943 5.854 3.203
H -1.744 3.895 2.028
H -1.351 5.125 0.842
H -4.168 4.454 1.853
H -3.478 3.990 0.289
H -3.802 5.691 0.633
```

# C22H49HfNOP2Si2

A molecular structure, C22H49HfNOP2Si2 at a distorted geometry (ωB97M-V with the def2-TZVPD basis set, OMol25).

Calculated values
Relative energy (zero: lowest compared OMol25 entry of this formula, charge and spin): 12.68 kcal per mole
Spin multiplicity: 1
LUMO: 0.0202 Eh
Net charge: 0
Strongest force on any atom: 3.0 eV Å⁻¹
Gap between HOMO and LUMO: 0.2449 Ha

The geometry in XYZ format:
```
78
C22H49HfNOP2Si2 ωB97M-V with the def2-TZVPD basis set
Hf 0.115 -0.503 -0.283
P 2.723 -1.023 -0.920
P -2.628 -0.807 -0.486
N -0.012 0.100 -2.161
H 1.244 -3.463 1.486
C 3.143 -2.540 -1.878
H 4.236 -2.673 -1.927
H 2.748 -2.460 -2.902
H 2.693 -3.424 -1.403
C 3.980 -1.196 0.403
H 4.985 -1.307 -0.046
H 3.768 -2.088 1.010
H 3.978 -0.328 1.069
C 3.525 0.219 -1.999
H 4.620 0.157 -1.928
H 3.202 1.223 -1.705
H 3.223 0.071 -3.041
C -3.360 -2.267 -1.329
H -4.461 -2.234 -1.260
H -2.992 -3.197 -0.873
H -3.064 -2.261 -2.387
C -3.567 -0.959 1.088
H -4.637 -1.154 0.878
H -3.486 -0.056 1.703
H -3.164 -1.804 1.671
C -3.542 0.504 -1.376
H -4.628 0.401 -1.229
H -3.313 0.406 -2.445
H -3.223 1.502 -1.064
C 0.086 0.701 -3.343
C -0.078 0.825 -5.792
C -0.067 0.064 -4.635
C 0.375 2.112 -3.357
C 0.148 2.877 -4.486
C -0.027 2.229 -5.726
H -0.140 0.336 -6.772
H -0.170 -1.027 -4.682
H 0.699 2.586 -2.424
H 0.143 3.958 -4.399
H -0.101 2.827 -6.636
C 0.213 -3.507 1.108
O -0.011 -2.328 0.343
C 0.135 -4.739 0.220
H -0.017 -5.655 0.808
H 1.059 -4.867 -0.375
H -0.704 -4.651 -0.487
C -0.704 -3.545 2.319
H -1.661 -4.012 2.042
H -0.953 -2.555 2.712
H -0.249 -4.134 3.128
C 0.130 4.059 2.115
Si -0.874 2.701 1.250
C -2.612 2.651 1.989
C -1.021 3.329 -0.513
C -0.268 0.892 1.380
Si 0.870 0.765 2.869
C -0.191 1.187 4.379
C 1.520 -0.978 3.126
C 2.452 1.754 2.762
H -0.419 5.014 2.042
H 1.096 4.206 1.606
H 0.323 3.870 3.180
H -3.311 2.185 1.273
H -2.631 2.077 2.931
H -2.981 3.669 2.209
H -0.028 3.679 -0.835
H -1.363 2.540 -1.209
H -1.724 4.185 -0.563
H -1.151 0.333 1.787
H -1.082 0.534 4.446
H 0.426 0.990 5.272
H -0.530 2.237 4.421
H 2.504 -1.120 2.650
H 1.619 -1.141 4.215
H 0.824 -1.729 2.727
H 3.053 1.373 1.919
H 2.288 2.831 2.644
H 2.999 1.572 3.700
```

# C22H49N2O2P3Y

A molecular structure, C22H49N2O2P3Y at a distorted geometry (ωB97M-V with the def2-TZVPD basis set, OMol25).

Calculated values
Relative energy (zero: lowest compared OMol25 entry of this formula, charge and spin): 69.40 kcal per mole
Spin multiplicity: 1
LUMO: -0.3591 Eh
Net charge: +3
Strongest force on any atom: 5.1 eV Å⁻¹
Gap between HOMO and LUMO: 0.1422 Ha

The geometry in XYZ format:
```
79
C22H49N2O2P3Y ωB97M-V with the def2-TZVPD basis set
Y 0.677 0.365 -0.002
P 1.869 -0.944 2.167
P 0.319 -1.847 -1.606
P -1.677 -0.613 1.223
H -0.241 2.603 -1.005
C -0.823 2.400 -0.071
C -0.192 2.466 1.147
H 0.841 2.816 1.179
C 3.695 -0.522 2.353
C 1.921 -2.774 2.259
C 1.185 -0.257 3.731
C -0.728 -1.293 -2.995
C 1.980 -2.267 -2.239
C -0.372 -3.378 -0.915
C -2.483 0.557 2.421
C -1.769 -2.210 2.176
C -3.021 -0.795 -0.053
H -1.824 1.953 -0.187
H -0.549 2.086 2.114
H 3.786 0.541 2.214
H 4.128 -0.936 1.413
H 4.084 -0.902 3.269
H 2.441 -3.124 1.322
H 0.867 -3.166 2.331
H 2.533 -2.932 3.179
H 1.240 0.853 3.725
H 1.868 -0.677 4.499
H 0.133 -0.589 3.872
H -0.667 -2.188 -3.647
H -0.264 -0.380 -3.444
H -1.757 -1.075 -2.622
H 1.698 -3.087 -2.934
H 2.612 -2.607 -1.381
H 2.425 -1.368 -2.737
H -0.279 -4.023 -1.810
H -1.422 -3.210 -0.596
H 0.271 -3.700 -0.063
H -3.455 0.105 2.711
H -2.616 1.539 1.919
H -1.808 0.679 3.298
H -2.846 -2.378 2.403
H -1.165 -2.107 3.106
H -1.359 -3.033 1.549
H -3.973 -0.967 0.488
H -2.801 -1.632 -0.745
H -3.084 0.146 -0.639
C -5.764 -1.100 -3.998
C -6.411 -0.556 -5.144
C -7.005 0.698 -5.029
C -6.969 1.399 -3.811
C -6.333 0.848 -2.689
C -5.728 -0.407 -2.777
O -5.132 -2.303 -4.019
H -5.231 -2.692 -4.913
H -6.419 -1.127 -6.075
H -7.503 1.137 -5.898
H -7.442 2.382 -3.736
H -6.301 1.382 -1.737
H -5.230 -0.881 -1.928
C 3.958 0.445 -0.985
N 4.379 1.385 0.060
C 5.816 1.604 0.153
C 3.467 1.721 1.011
O 2.266 1.364 0.624
N 3.469 2.804 1.838
C 4.655 3.628 1.892
C 2.512 3.150 2.885
H 4.810 0.294 -1.661
H 3.127 0.862 -1.576
H 3.653 -0.574 -0.652
H 5.916 2.693 0.032
H 6.216 1.315 1.139
H 6.290 1.042 -0.666
H 4.418 4.394 2.638
H 5.527 3.024 2.199
H 4.806 4.040 0.882
H 1.622 2.494 3.009
H 3.002 3.234 3.867
H 2.161 4.172 2.686
```

# C22H49N2O6

5 unconnected molecules or ions with the total composition C22H49N2O6 (ωB97M-V with the def2-TZVPD basis set, OMol25).

Calculated values
Spin multiplicity: 1
LUMO: -0.1427 Eh
Net charge: +1
Strongest force on any atom: 0.4 eV Å⁻¹
Gap between HOMO and LUMO: 0.2952 Ha

The geometry in XYZ format:
```
79
C22H49N2O6 ωB97M-V with the def2-TZVPD basis set
C -0.956 2.499 5.656
C -2.462 2.548 5.372
C -3.254 1.340 5.886
C -3.298 0.178 4.925
O -1.928 -0.216 4.589
C -1.719 -0.915 3.489
C -0.934 -2.099 3.607
N -0.632 -2.848 2.586
N -1.091 -2.455 1.411
C -1.804 -1.359 1.155
C -2.125 -1.070 -0.271
C -1.114 -0.057 -0.870
O 0.132 -0.113 -0.176
C -2.149 -0.547 2.229
H -0.420 1.964 4.870
H -0.530 3.498 5.701
H -0.759 1.964 6.588
H -2.877 3.435 5.854
H -2.644 2.674 4.299
H -4.297 1.626 6.044
H -2.856 1.005 6.847
H -3.772 -0.701 5.363
H -3.822 0.457 4.008
H -0.559 -2.405 4.575
H -0.827 -3.051 0.629
H -3.143 -0.689 -0.343
H -2.094 -1.982 -0.869
H -1.524 0.954 -0.856
H -0.914 -0.361 -1.895
H 0.226 0.650 0.399
H -2.732 0.349 2.064
C 2.662 6.584 4.091
C 2.227 5.476 5.033
C 3.411 4.733 5.626
O 1.343 4.565 4.368
H 3.231 6.168 3.254
H 1.796 7.106 3.685
H 3.296 7.309 4.602
H 1.624 5.900 5.838
H 4.001 4.266 4.832
H 3.073 3.949 6.304
H 4.065 5.410 6.177
H 1.834 4.167 3.641
C 3.496 -2.198 -1.166
C 2.287 -2.839 -1.823
C 1.626 -1.909 -2.823
O 1.346 -3.265 -0.820
H 3.196 -1.295 -0.626
H 3.960 -2.883 -0.457
H 4.239 -1.912 -1.911
H 2.588 -3.762 -2.322
H 1.282 -1.002 -2.316
H 0.761 -2.392 -3.282
H 2.319 -1.620 -3.613
H 1.087 -2.456 -0.357
C -5.404 -1.530 -3.352
C -4.163 -0.677 -3.549
C -4.049 -0.150 -4.967
O -2.983 -1.409 -3.187
H -5.372 -2.400 -4.014
H -5.470 -1.892 -2.325
H -6.308 -0.966 -3.580
H -4.187 0.166 -2.852
H -3.980 -0.981 -5.674
H -3.156 0.465 -5.080
H -4.919 0.449 -5.235
H -2.915 -2.162 -3.786
C 3.479 -3.735 -6.461
C 3.671 -2.253 -6.738
C 4.890 -1.989 -7.605
O 3.754 -1.520 -5.512
H 4.346 -4.134 -5.926
H 2.595 -3.899 -5.844
H 3.366 -4.298 -7.388
H 2.782 -1.857 -7.232
H 5.795 -2.342 -7.101
H 5.003 -0.923 -7.794
H 4.812 -2.507 -8.561
H 4.537 -1.830 -5.041
```

Number 3 is which compound? C22H49HfNOP2Si2